1.
C15H34AsN2O4 | ωB97M-V/def2-TZVPD

Properties
**Orbital gap**: 0.2322 Eh

Structure (ORCA input):
```
! wB97M-V def2-TZVPD RIJCOSX def2/J DEFGRID3
* xyz -1 1
C -2.09895 4.03511 3.28933
C -1.48269 3.28177 2.11427
O -0.97424 2.26258 2.23703
O -1.58107 3.94358 0.91817
C -2.83278 3.67709 0.25989
C -2.62284 3.13611 -1.15153
C -1.76602 1.84760 -1.13423
C -2.53901 0.65647 -0.53198
C -2.07934 -0.70120 -1.11509
C -1.28293 -1.59188 -0.13946
As 0.69005 -1.72573 -0.51964
C 0.33388 -2.39830 -2.41837
N 1.05271 -1.06055 1.24510
N 0.60774 -3.62727 0.05790
C 1.32851 -4.00930 0.98462
C 0.68237 -4.51535 2.29129
C 2.85151 -4.09040 0.96878
O 0.67895 0.06520 -1.13925
C 1.70816 0.40993 -1.97991
C 2.66395 1.49467 -1.38851
C 3.69224 0.90342 -0.43312
O 1.86175 2.45127 -0.71121
H -2.57128 3.29091 3.92213
H -2.84046 4.75587 2.96122
H -1.27193 4.51953 3.79821
H -3.35552 2.90105 0.82208
H -3.43639 4.58672 0.23033
H -2.22667 3.88762 -1.83464
H -3.61458 2.84661 -1.51398
H -0.83905 2.03084 -0.59959
H -1.52952 1.63136 -2.17789
H -2.42737 0.70698 0.54944
H -3.58188 0.81731 -0.82111
H -1.58667 -0.52223 -2.06579
H -3.00347 -1.24126 -1.35159
H -1.66619 -2.60232 -0.23900
H -1.52429 -1.27734 0.87726
H 2.23323 -1.87872 -0.71273
H 0.02141 -1.59256 -3.08560
H -0.43022 -3.16781 -2.35240
H 1.25276 -2.78767 -2.85983
H 2.02561 -1.13580 1.52001
H 0.41993 -1.40393 1.95632
H 0.98598 -3.91672 3.14997
H -0.39357 -4.54686 2.18225
H 0.99367 -5.56247 2.42257
H 3.22679 -4.44429 1.93446
H 3.29844 -3.10872 0.82001
H 3.20314 -4.79048 0.21767
H 2.30084 -0.43512 -2.36407
H 1.25828 0.89659 -2.87440
H 3.12683 1.95972 -2.26865
H 3.58760 -0.17158 -0.33083
H 4.69357 1.14785 -0.79432
H 3.57143 1.40038 0.52841
H 1.20763 2.76173 -1.34998
*
```



2.
C7H7O3S | ωB97M-V/def2-TZVPD

Properties
**Orbital gap**: 0.2644 Eh
**SMILES string**: C[S@](=O)([O-])=C1C=CC=CC1=O
**Energy relative to the best compared isomer or geometry (same formula, charge and spin)**: 171.2 kJ/mol

Structure (ORCA input):
```
! wB97M-V def2-TZVPD RIJCOSX def2/J DEFGRID3
* xyz -1 1
C 1.03309 -2.75967 0.47201
S 1.61014 -1.07380 0.72346
O 2.97047 -1.02463 0.25925
O 1.50724 -0.88656 2.17451
C 0.59492 0.19430 0.02616
C 0.66261 1.36655 0.70166
C -0.11085 2.42604 0.19887
C -0.80993 2.18593 -0.94894
C -0.89422 0.99683 -1.64318
C -0.13130 -0.09482 -1.18169
O -0.16473 -1.23276 -1.72144
H 0.05570 -2.87880 0.17493
H 1.89189 -3.13968 -0.24577
H 0.99426 -3.17674 1.44934
H 1.18957 1.40399 1.70605
H 0.11763 3.40420 0.47780
H -1.29728 3.07485 -1.46557
H -1.66440 0.86756 -2.52660
*
```



3.
C42H45N5O3PPtS5 | ωB97M-V/def2-TZVPD

Properties
**Orbital gap (spin up / spin down)**: 0.2840 / 0.1840 Eh
**Energy relative to the best compared isomer or geometry (same formula, charge and spin)**: 11.2 kJ/mol

Structure (ORCA input):
```
! wB97M-V def2-TZVPD RIJCOSX def2/J DEFGRID3
* xyz 1 5
Pt 0.92376 -0.16135 -0.53210
N -0.66535 -5.25650 6.08557
C -0.78566 -4.25080 5.16809
C -1.89532 -4.19688 4.31128
C -2.02542 -3.17458 3.39654
C -1.05080 -2.18433 3.32463
C 0.04414 -2.21116 4.18157
C 0.18034 -3.23797 5.08964
S -1.19179 -0.91730 2.13785
O -0.47480 0.23921 2.65518
O -2.57278 -0.75569 1.77130
N -0.32267 -1.35605 0.82938
C -0.69495 -2.38064 0.02718
N -1.58718 -3.31022 0.36807
C -1.80663 -4.26731 -0.52246
C -1.16517 -4.33127 -1.75191
C -0.26440 -3.31796 -2.02210
N -0.03166 -2.34250 -1.15236
H -1.29052 -6.03996 6.06045
H 0.18524 -5.36660 6.60481
H -2.65782 -4.96339 4.37653
H -2.87896 -3.13408 2.73549
H 0.78280 -1.42410 4.13589
H 1.03671 -3.25771 5.75325
H -2.53126 -5.02354 -0.23915
H -1.35652 -5.12552 -2.45674
H 0.28670 -3.29051 -2.95416
S 0.26826 1.92640 0.82482
C -1.23816 1.66804 0.00197
C -2.41155 2.35560 0.26658
C -3.54632 2.00045 -0.44802
C -3.46946 0.98606 -1.38609
C -2.25237 0.34470 -1.59181
N -1.16976 0.68408 -0.91339
H -2.42889 3.12489 1.02483
H -4.48426 2.50574 -0.26290
H -4.33707 0.67740 -1.95126
H -2.15151 -0.47266 -2.29541
O 2.92152 -0.44210 1.21809
C 3.61858 -1.12077 2.21293
C 3.54466 -2.62230 2.09391
C 4.46369 -3.52950 2.53375
C 4.02832 -4.87249 2.37051
C 2.78853 -4.94549 1.81396
S 2.13914 -3.39904 1.49432
C 4.97657 -0.57692 1.82115
C 5.83170 -1.05299 0.85015
C 6.96250 -0.23260 0.67971
C 6.94347 0.85004 1.52034
S 5.57241 0.87606 2.52111
C 3.18344 -0.62257 3.57433
C 2.52329 0.54054 3.83395
C 2.29119 0.73893 5.22189
C 2.79239 -0.27589 5.97690
S 3.54635 -1.47552 5.01984
H 5.42077 -3.24813 2.95222
H 4.61322 -5.73746 2.64596
H 2.22263 -5.82906 1.56616
H 5.65113 -1.97215 0.31343
H 7.76597 -0.43606 -0.01239
H 7.69706 1.61627 1.61288
H 2.19241 1.20950 3.05548
H 1.75988 1.58302 5.63544
H 2.75184 -0.38506 7.04876
C 3.48811 -1.87368 -1.83958
C 3.27180 -0.87040 -2.97836
C 4.63170 -0.60774 -3.63002
C 2.34611 -1.50169 -4.01941
P 2.43584 0.61970 -2.19887
C 3.73186 1.74656 -1.56553
C 4.72978 2.29571 -2.38017
C 5.58222 3.27565 -1.89981
C 5.45497 3.73770 -0.59681
C 4.49004 3.18794 0.22928
C 3.64571 2.19552 -0.24945
C 1.54498 1.66682 -3.47636
C 1.10519 2.94026 -2.73834
C 0.29344 0.93844 -3.98933
C 2.39476 2.07825 -4.68127
H 4.06895 -2.71819 -2.22128
H 2.54814 -2.25976 -1.44407
H 4.03573 -1.42311 -1.01359
H 4.99458 -1.55613 -4.03413
H 5.36759 -0.25373 -2.90931
H 4.57794 0.09533 -4.46113
H 2.72733 -2.49784 -4.25799
H 2.31459 -0.93092 -4.94648
H 1.32775 -1.60710 -3.64580
H 4.84953 1.97651 -3.40202
H 6.34246 3.68518 -2.55204
H 6.11000 4.51698 -0.22933
H 4.39253 3.52190 1.25415
H 2.92655 1.74676 0.41768
H 0.47743 2.71456 -1.87550
H 0.51874 3.55305 -3.42653
H 1.95618 3.53200 -2.40002
H -0.21908 0.39816 -3.19547
H 0.52310 0.23774 -4.78814
H -0.39944 1.67897 -4.39588
H 3.21218 2.74028 -4.40401
H 1.75579 2.63001 -5.37555
H 2.79721 1.22250 -5.22398
*
```



4.
C14H30NO2PReSi | ωB97M-V/def2-TZVPD

Properties
**Orbital gap (spin up / spin down)**: 0.2020 / 0.2508 Eh

Structure (ORCA input):
```
! wB97M-V def2-TZVPD RIJCOSX def2/J DEFGRID3
* xyz 0 4
Re 0.02781 0.35416 0.34181
Si 2.39612 0.40360 0.02564
P -0.25650 0.63737 -1.82051
N -0.07016 -1.43963 0.33044
H 0.30243 2.02503 0.81072
C -2.03252 0.64705 -2.30287
H -2.14125 0.62374 -3.39701
H -2.49339 1.54148 -1.87887
H -2.52604 -0.21716 -1.83717
C 0.38201 2.07762 -2.77847
H 0.10332 1.95583 -3.84401
H 1.47768 2.14810 -2.66154
H -0.05002 3.01010 -2.38432
C 0.35828 -0.71163 -2.94077
H 0.13825 -0.44660 -3.99088
H -0.11990 -1.66703 -2.67092
H 1.43939 -0.83696 -2.79287
C 3.28098 2.09245 -0.09940
H 2.99005 2.67686 0.78692
H 2.99234 2.60797 -1.02554
H 4.36344 1.88803 -0.08387
H 3.03334 -0.19204 1.24929
H 2.99044 -0.40755 -1.09319
C -0.17964 -2.75811 0.19595
C -1.41276 -4.84255 0.25840
C -1.36805 -3.48060 0.50409
C 0.99784 -3.45197 -0.24423
C 0.90372 -4.81543 -0.48260
C -0.25948 -5.53672 -0.19763
H -2.32691 -5.38548 0.48262
H -2.24825 -2.89996 0.85342
H 1.89331 -2.86456 -0.44226
H 1.79298 -5.33341 -0.83689
H -0.31652 -6.60789 -0.40388
C -1.21693 2.64422 1.12497
O -1.76050 1.43361 0.79039
C -1.22054 2.89702 2.61810
H -0.39651 3.61713 2.89178
H -1.08740 1.98044 3.19210
H -2.22375 3.31560 2.89339
C -1.32438 3.82213 0.19513
H -2.24955 3.81662 -0.40024
H -0.46246 3.89945 -0.48024
H -1.32498 4.75163 0.78033
C -0.45628 -0.67295 3.58705
O 0.36942 0.12704 2.72453
H -1.40911 -0.83627 3.07062
H -0.64994 -0.10069 4.51037
H 0.03549 -1.62941 3.81634
H 1.31508 0.14033 3.05585
*
```



Looking at DFT total energy for the records above, in order, we have -88111.965; -24350.108; -124581.360; -39882.023 eV.